1.
Density functional theory data (ωB97M-V/def2-TZVPD) for a molecular structure, C38H50FeN6O3S4Si.

Summary:
molecular weight	851.06	g mol⁻¹
relative energy (zero: lowest compared OMol25 entry of this formula, charge and spin)	2.60	kcal/mol
HOMO level (alpha / beta)	-9.5 / -9.5	eV
total charge	+1
2S+1	2
E_LUMO (alpha / beta)	-3.55 / -3.50	eV
E_tot	-140907.0459	eV

The geometry in XYZ format:
```
103
C38H50FeN6O3S4Si ωB97M-V/def2-TZVPD
Fe -0.564 -1.525 -0.750
C -0.047 -2.091 -3.789
N -0.449 -2.701 -2.478
C -1.813 -3.285 -2.703
C -2.912 -2.559 -1.996
C -4.235 -2.753 -2.354
C -5.230 -2.137 -1.615
C -4.861 -1.329 -0.551
C -3.520 -1.160 -0.275
N -2.562 -1.775 -0.976
C 0.460 -3.814 -2.106
C -0.015 -4.356 -0.788
C 0.183 -5.661 -0.382
C -0.310 -6.060 0.851
C -1.024 -5.153 1.619
C -1.192 -3.869 1.137
N -0.675 -3.473 -0.025
C 1.376 -1.619 -3.916
C 2.012 -1.658 -5.150
C 3.295 -1.142 -5.240
C 3.898 -0.634 -4.099
C 3.186 -0.665 -2.909
N 1.946 -1.134 -2.826
H -0.732 -1.260 -3.965
H -0.227 -2.839 -4.566
H -1.823 -4.318 -2.352
H -2.030 -3.323 -3.770
H -4.473 -3.384 -3.201
H -6.271 -2.275 -1.872
H -5.593 -0.812 0.052
H -3.194 -0.488 0.499
H 1.473 -3.422 -2.019
H 0.451 -4.593 -2.875
H 0.719 -6.349 -1.021
H -0.154 -7.072 1.200
H -1.444 -5.429 2.575
H -1.742 -3.124 1.697
H 1.517 -2.075 -6.018
H 3.821 -1.145 -6.185
H 4.899 -0.229 -4.127
H 3.617 -0.302 -1.981
C -2.544 -0.325 2.710
C -1.106 0.034 2.367
C -0.794 1.437 2.869
C -0.150 -0.950 3.011
O -0.917 -0.009 0.891
Si -1.204 1.327 -0.113
S -0.805 0.377 -1.930
O -2.764 1.670 0.223
C -3.589 2.791 -0.176
C -3.310 3.960 0.758
C -3.306 3.155 -1.626
C -5.023 2.309 -0.021
O -0.374 2.688 0.088
C 0.849 3.306 -0.394
C 1.943 2.267 -0.556
C 1.216 4.341 0.656
C 0.532 3.976 -1.723
H -2.669 -0.261 3.791
H -2.792 -1.346 2.414
H -3.246 0.370 2.247
H -0.829 1.431 3.960
H -1.511 2.175 2.509
H 0.205 1.737 2.558
H -0.441 -1.103 4.051
H 0.861 -0.557 3.001
H -0.147 -1.915 2.504
H -2.263 4.255 0.698
H -3.540 3.685 1.789
H -3.931 4.815 0.486
H -2.288 3.528 -1.746
H -3.993 3.936 -1.956
H -3.440 2.284 -2.270
H -5.198 1.965 0.999
H -5.224 1.490 -0.714
H -5.722 3.119 -0.234
H 2.096 1.708 0.364
H 2.884 2.759 -0.811
H 1.693 1.562 -1.352
H 1.407 3.862 1.616
H 0.402 5.057 0.781
H 2.114 4.882 0.357
H 0.185 3.237 -2.448
H 1.428 4.452 -2.124
H -0.235 4.742 -1.599
S 4.982 -1.574 4.704
C 4.108 -1.309 3.338
S 3.225 -2.546 2.483
C 2.654 -1.368 1.330
N 3.080 -0.176 1.552
N 3.898 -0.148 2.659
C 4.473 1.114 3.011
C 3.638 2.205 3.186
C 4.183 3.437 3.510
C 5.555 3.570 3.663
C 6.382 2.470 3.486
C 5.846 1.234 3.157
S 1.732 -1.981 -0.005
H 2.571 2.076 3.072
H 3.534 4.292 3.650
H 5.981 4.530 3.922
H 7.452 2.570 3.605
H 6.482 0.371 3.023
```

=====

2.
Density functional theory data (ωB97M-V/def2-TZVPD) for 7 unconnected molecules or ions with the total composition C38H50N4O12S2 in a non-equilibrium geometry.

Summary:
molecular weight	818.97	g mol⁻¹
relative energy (zero: lowest compared OMol25 entry of this formula, charge and spin)	0.00	kcal/mol
structure (SMILES)	O=[N+]([O-])c1ccccc1.O=[N+]([O-])c1ccccc1.O=[N+]([O-])c1ccccc1.O=[N+]([O-])c1ccccc1.O=S1(=O)CCCC1.O=S1(=O)CCCC1.CCCCCC
HOMO level	-9.9	eV
total charge	0
E_LUMO	-0.72	eV
E_tot	-92403.2606	eV

The geometry in XYZ format:
```
106
C38H50N4O12S2 ωB97M-V/def2-TZVPD
O -6.820 2.190 -4.874
N -7.551 2.981 -4.315
O -7.159 3.568 -3.291
C -8.904 3.273 -4.936
C -9.820 4.025 -4.260
C -11.007 4.298 -4.866
C -11.383 3.819 -6.090
C -10.474 3.021 -6.753
C -9.223 2.728 -6.230
H -9.694 4.481 -3.289
H -11.650 4.920 -4.260
H -12.343 4.014 -6.545
H -10.877 2.614 -7.669
H -8.575 2.069 -6.789
O 1.638 -7.710 2.675
N 2.105 -7.377 3.764
O 2.925 -8.097 4.328
C 1.711 -6.105 4.394
C 0.906 -5.146 3.678
C 0.515 -3.961 4.229
C 0.953 -3.661 5.491
C 1.630 -4.613 6.287
C 2.014 -5.792 5.745
H 0.662 -5.338 2.644
H 0.016 -3.226 3.614
H 0.685 -2.683 5.862
H 2.058 -4.308 7.231
H 2.566 -6.458 6.392
O 2.861 2.270 3.960
N 3.951 2.781 4.192
O 4.512 2.792 5.243
C 4.549 3.582 3.112
C 5.604 4.528 3.437
C 6.133 5.282 2.443
C 5.707 5.154 1.133
C 4.779 4.268 0.816
C 4.175 3.465 1.773
H 5.962 4.673 4.445
H 6.774 6.126 2.650
H 6.086 5.802 0.357
H 4.495 4.364 -0.222
H 3.322 2.838 1.560
O -0.855 6.737 -0.167
N -0.669 7.945 -0.297
O 0.186 8.603 0.291
C -1.630 8.625 -1.209
C -1.837 10.001 -1.149
C -2.658 10.648 -2.039
C -3.356 9.828 -2.933
C -3.077 8.451 -3.134
C -2.231 7.889 -2.201
H -1.344 10.600 -0.397
H -2.728 11.718 -1.910
H -4.123 10.278 -3.546
H -3.555 7.802 -3.852
H -2.033 6.835 -2.326
O -2.343 -5.197 -4.570
S -1.778 -6.560 -4.765
O -1.872 -7.105 -6.091
C -0.081 -6.645 -3.858
C -0.590 -6.869 -2.410
C -1.709 -7.959 -2.414
C -2.652 -7.716 -3.605
H 0.548 -5.803 -4.148
H 0.351 -7.545 -4.295
H 0.202 -7.096 -1.696
H -1.036 -5.951 -2.028
H -2.200 -7.966 -1.440
H -1.276 -8.959 -2.433
H -3.634 -7.317 -3.349
H -2.815 -8.623 -4.187
O -1.035 -1.679 -0.198
S -0.531 -0.322 -0.410
O 0.857 -0.095 -0.384
C -1.335 0.383 -1.897
C -1.736 1.810 -1.516
C -2.424 1.611 -0.191
C -1.363 0.829 0.695
H -2.211 -0.208 -2.165
H -0.648 0.265 -2.735
H -0.924 2.532 -1.434
H -2.485 2.156 -2.229
H -3.323 0.995 -0.210
H -2.764 2.543 0.261
H -1.640 0.358 1.638
H -0.580 1.503 1.043
C 4.597 -4.071 0.813
C 5.331 -2.803 1.247
C 5.041 -2.183 2.672
C 5.652 -2.913 3.807
C 7.184 -2.761 4.071
C 7.775 -3.722 5.144
H 4.835 -4.834 1.554
H 4.884 -4.416 -0.181
H 3.515 -3.943 0.842
H 6.401 -2.994 1.173
H 5.109 -2.061 0.480
H 3.974 -2.051 2.852
H 5.421 -1.170 2.538
H 5.089 -2.519 4.653
H 5.274 -3.934 3.750
H 7.763 -2.856 3.153
H 7.461 -1.715 4.200
H 8.838 -3.485 5.188
H 7.281 -3.611 6.110
H 7.700 -4.739 4.760
```

=====

3.
Density functional theory data (ωB97M-V/def2-TZVPD) for a molecular structure, C38H50NOP2RuS5Sb.

Summary:
molecular weight	981.94	g mol⁻¹
relative energy (zero: lowest compared OMol25 entry of this formula, charge and spin)	0.00	kcal/mol
HOMO level (alpha / beta)	-3.3 / -3.8	eV
total charge	-1
2S+1	2
E_LUMO (alpha / beta)	2.19 / 2.18	eV
E_tot	-125634.5012	eV

The geometry in XYZ format:
```
99
C38H50NOP2RuS5Sb ωB97M-V/def2-TZVPD
Ru 0.414 -1.101 -0.574
C 2.361 0.013 4.029
C 2.258 -0.527 2.596
C 3.406 0.072 1.777
P 0.637 -0.442 1.693
C -0.605 -1.039 2.943
C -1.181 0.026 3.873
C -0.048 -2.238 3.726
C 0.244 1.344 1.445
C 0.774 2.450 2.096
C 0.430 3.754 1.740
C 1.017 4.931 2.473
C -0.465 3.932 0.694
C -0.992 2.836 0.020
C -0.652 1.538 0.389
N -1.149 0.395 -0.273
C -2.386 -0.017 0.171
C -3.339 0.835 0.767
C -4.563 0.350 1.200
C -4.914 -0.993 1.081
C -6.247 -1.519 1.548
C -3.965 -1.838 0.515
C -2.728 -1.384 0.084
P -1.464 -2.411 -0.713
C -2.186 -2.518 -2.440
C -2.589 -1.118 -2.912
C -3.358 -3.471 -2.650
C -1.765 -4.122 -0.089
C -0.777 -5.096 -0.733
C -1.716 -4.224 1.425
H 3.389 -0.144 4.369
H 1.709 -0.491 4.735
H 2.159 1.078 4.103
H 2.425 -1.612 2.638
H 3.448 1.155 1.918
H 3.315 -0.132 0.712
H 4.353 -0.350 2.119
H -1.417 -1.394 2.304
H -0.406 0.492 4.488
H -1.914 -0.431 4.544
H -1.684 0.810 3.310
H 0.601 -1.925 4.539
H 0.542 -2.912 3.103
H -0.872 -2.802 4.168
H 1.485 2.320 2.899
H 1.958 4.664 2.956
H 0.338 5.293 3.249
H 1.213 5.759 1.789
H -0.732 4.935 0.381
H -1.673 2.970 -0.814
H -3.118 1.888 0.895
H -5.264 1.042 1.656
H -6.807 -0.747 2.077
H -6.128 -2.368 2.225
H -6.861 -1.857 0.709
H -4.192 -2.898 0.443
H -1.363 -2.855 -3.067
H -3.516 -0.797 -2.430
H -2.751 -1.130 -3.993
H -1.817 -0.380 -2.692
H -4.225 -3.201 -2.043
H -3.101 -4.510 -2.458
H -3.665 -3.408 -3.698
H -2.769 -4.384 -0.418
H 0.220 -4.970 -0.305
H -0.699 -4.955 -1.815
H -1.090 -6.126 -0.539
H -0.814 -3.764 1.802
H -1.688 -5.276 1.723
H -2.574 -3.748 1.904
S 2.733 -4.072 -2.351
Sb 2.422 -2.754 -0.281
S 0.792 -1.412 -2.976
S 1.116 -3.363 -3.455
S 2.679 -4.206 1.475
O 1.888 0.577 -0.927
S 1.407 1.551 -1.978
C 2.107 3.133 -1.481
C 2.962 3.191 -0.399
C 3.465 4.426 -0.005
C 3.106 5.578 -0.687
C 2.238 5.503 -1.772
C 1.735 4.277 -2.170
C 2.460 1.341 -3.416
C 1.950 1.661 -4.658
C 2.756 1.497 -5.777
C 4.043 0.999 -5.634
C 4.534 0.672 -4.374
C 3.742 0.846 -3.253
H 3.208 2.282 0.127
H 4.134 4.483 0.845
H 3.497 6.537 -0.373
H 1.951 6.402 -2.301
H 1.049 4.209 -3.006
H 0.925 1.998 -4.756
H 2.366 1.728 -6.760
H 4.661 0.845 -6.509
H 5.529 0.260 -4.270
H 4.084 0.556 -2.268
```

=====

4.
Density functional theory data (ωB97M-V/def2-TZVPD) for a molecular structure, C38H51ClOP4PbSe in a non-equilibrium geometry.

Summary:
molecular weight	969.33	g mol⁻¹
HOMO level (alpha / beta)	-12.2 / -11.1	eV
total charge	+2
E_LUMO (alpha / beta)	-6.03 / -6.25	eV
E_tot	-162537.0334	eV

The geometry in XYZ format:
```
97
C38H51ClOP4PbSe ωB97M-V/def2-TZVPD
P -2.450 -2.002 0.563
C -3.516 -1.845 1.988
C -4.915 -1.826 1.836
H -5.353 -1.807 0.836
C -5.730 -1.840 2.968
H -6.814 -1.832 2.847
C -5.158 -1.871 4.245
H -5.800 -1.897 5.126
C -3.767 -1.866 4.394
H -3.317 -1.887 5.387
C -2.941 -1.838 3.271
H -1.855 -1.812 3.375
C -3.320 -1.493 -0.921
C -3.833 -0.183 -0.993
H -3.749 0.481 -0.129
C -4.451 0.259 -2.162
H -4.815 1.287 -2.221
C -4.622 -0.618 -3.237
H -5.130 -0.278 -4.142
C -4.155 -1.932 -3.152
H -4.306 -2.627 -3.979
C -3.490 -2.371 -2.007
H -3.134 -3.403 -1.935
C -1.826 -3.679 0.428
C -2.702 -4.747 0.702
H -3.740 -4.538 0.971
C -2.243 -6.062 0.631
H -2.933 -6.882 0.832
C -0.906 -6.322 0.308
H -0.549 -7.353 0.264
C -0.029 -5.266 0.046
H 1.016 -5.457 -0.201
C -0.484 -3.946 0.098
H 0.203 -3.122 -0.101
Pb 1.080 1.104 0.774
C 1.586 1.193 -1.732
C 0.738 0.494 -2.469
H 2.430 1.790 -2.114
C -0.355 -0.357 -1.800
O -0.080 -1.723 -2.197
H -0.735 -2.326 -1.795
C -0.357 -0.243 -0.334
H -1.356 -0.045 -2.162
C -0.863 -0.675 0.770
Cl 0.562 0.988 3.397
P 3.368 -0.535 0.952
P -0.476 3.449 0.405
C 4.380 -0.122 2.410
H 3.719 -0.072 3.287
H 4.852 0.862 2.277
H 5.146 -0.897 2.553
C 2.837 -2.258 1.216
H 2.594 -2.730 0.253
H 1.933 -2.259 1.844
H 3.636 -2.823 1.718
C 4.535 -0.612 -0.442
H 4.911 0.400 -0.649
H 4.003 -0.977 -1.333
H 5.369 -1.286 -0.200
C 0.044 4.932 1.327
H 0.981 5.318 0.901
H 0.231 4.649 2.372
H -0.755 5.687 1.281
C -0.787 4.044 -1.289
H -1.264 3.242 -1.873
H 0.174 4.290 -1.761
H -1.438 4.931 -1.272
C -2.134 3.076 1.063
H -2.017 2.428 1.944
H -2.730 2.548 0.306
H -2.635 4.012 1.352
P 0.770 0.356 -4.289
C 1.755 1.685 -4.959
C -0.942 0.475 -4.816
H 2.774 1.641 -4.553
H 1.307 2.658 -4.716
H 1.792 1.567 -6.051
H -1.527 -0.373 -4.437
H -0.974 0.476 -5.913
H -1.382 1.409 -4.442
C 1.458 -1.242 -4.712
H 2.443 -1.350 -4.241
H 1.560 -1.314 -5.802
H 0.796 -2.027 -4.329
H -0.657 -0.443 1.819
Se 3.440 3.596 0.313
C 4.359 3.752 1.891
C 5.766 3.549 1.953
C 6.462 3.765 3.136
C 5.788 4.199 4.290
C 4.395 4.379 4.251
C 3.683 4.131 3.082
H 6.283 3.242 1.044
H 7.540 3.598 3.163
H 6.341 4.394 5.211
H 3.860 4.714 5.141
H 2.599 4.237 3.050
```